# 1
Entry from the Open Molecules 2025 dataset: a structure of composition C6H5GdN3O2S2 at a distorted geometry (ωB97M-V with the def2-TZVPD basis set).

The geometry in XYZ format:
```
19
Properties=species:S:1:pos:R:3:forces:R:3:mulliken_spin:R:1
H -1.720936 -1.468852 0.922401 -0.4411 -0.0976 -0.7239 0.002
C 2.508225 1.348768 1.502183 -0.6643 1.4861 -0.5480 -0.221
N 2.547803 0.804889 0.392055 -0.9162 -0.0725 1.5984 0.378
C 1.346559 -0.090262 0.152585 -0.2237 -0.3581 1.4667 -0.481
C 1.185672 -0.949990 1.424546 0.2818 1.9036 -4.2593 -0.061
Gd 0.680619 -2.197385 -2.154947 -0.0375 -1.7303 -1.9147 6.207
C 0.023046 0.797301 -0.047429 1.5049 0.7759 -1.0897 0.035
N 0.576544 3.141237 -1.144991 0.6640 2.3729 -1.0311 -0.002
H -3.278231 -1.160438 -0.023398 0.9635 0.2817 -0.2007 -0.001
C 0.349931 2.089302 -0.804898 -1.2120 -4.0538 2.2310 0.004
S -1.341773 -0.020148 -1.024725 -4.1495 0.5074 -0.8027 0.176
H -2.056398 -2.312627 -0.703011 -0.0825 0.5327 0.5666 0.047
N 1.218695 -1.616915 2.336883 -0.1794 -1.4213 2.0503 0.010
O -2.361024 0.955057 -1.254513 1.3916 -0.1166 0.3219 -0.006
S 2.069730 2.383439 2.644542 1.1361 -0.9860 -0.7026 0.836
H -0.372080 1.037845 0.967375 -0.1263 -0.1360 -0.8060 -0.007
H 1.613980 -0.732951 -0.753209 0.0405 1.3376 1.5165 0.130
O -0.808231 -0.622565 -2.338157 1.1112 0.1091 2.0872 -0.017
C -2.182130 -1.385705 -0.093291 0.9388 -0.3346 0.2401 -0.029
```
Positions in Å, forces in eV/Å.

Values from the calculation:
Molar mass   372.509 g/mol
Energy   -57334.2032 eV
Total charge   +3
Spin multiplicity   8
Orbital gap (alpha / beta)   0.3401 / 0.1792 Eh
LUMO energy (alpha / beta)   -13.51 / -15.89 eV


# 2
Entry from the Open Molecules 2025 dataset: a cluster of 2 separate species, HN2O5 in total at a distorted geometry (ωB97M-V with the def2-TZVPD basis set).

The geometry in XYZ format:
```
8
Properties=species:S:1:pos:R:3:forces:R:3:mulliken_spin:R:1
O 2.949249 -0.515363 0.355813 1.2805 -0.8568 1.2151 0.003
O -2.340801 0.639576 1.117785 -2.5813 2.9482 4.4749 0.939
O 2.064974 0.592451 -1.208685 -0.6178 0.4602 -0.4841 0.001
N -1.940955 0.017875 0.127795 7.1815 -1.4644 -1.0880 0.542
O 0.837753 -0.284692 0.340801 -1.6661 -0.2192 0.7764 0.019
O -2.728513 -0.409630 -0.706960 -2.5319 -1.1762 -2.6320 0.486
N 1.953958 -0.064522 -0.167433 0.4911 0.6363 -1.3447 -0.004
H -0.795662 0.024304 0.140881 -1.5559 -0.3281 -0.9176 0.013
```
Positions in Å, forces in eV/Å.

Values from the calculation:
Molar mass   109.017 g/mol
Energy   -13226.1365 eV
Total charge   -1
Spin multiplicity   3
Orbital gap (alpha / beta)   0.2955 / 0.2062 Eh
LUMO energy (alpha / beta)   4.18 / 0.58 eV


# 3
Entry from the Open Molecules 2025 dataset: a structure of composition C41H45N8OSr (ωB97M-V with the def2-TZVPD basis set).

The geometry in XYZ format:
```
96
Properties=species:S:1:pos:R:3:forces:R:3:lowdin_charge:R:1
H -4.554207 2.659513 -3.382811 -0.0067 -0.0055 -0.0046 0.113
C -3.295275 -1.521699 -0.806377 -0.0179 0.0262 -0.0134 -0.206
C -2.311649 -1.136796 -1.704268 0.0625 -0.0173 0.0090 -0.070
C 2.166826 0.245561 -1.898083 -0.0111 -0.0038 0.0548 -0.275
H 0.674397 1.936482 2.367557 0.0185 0.0647 -0.0041 0.111
H 0.414335 -2.491835 -1.601590 0.0127 0.0056 0.0041 0.105
N 3.465675 -1.375948 0.582265 -0.0416 0.1059 0.1258 0.068
C -2.970144 -2.101244 0.554532 -0.0432 -0.0115 0.0280 -0.189
C 5.621885 -0.358859 0.469694 -0.0289 -0.0167 -0.0227 -0.017
N -1.582585 -2.494226 0.755358 0.1005 0.0827 -0.0560 -0.069
H -0.452967 -6.523331 0.764521 -0.0062 0.0008 -0.0014 0.101
H -1.274638 -1.254330 -1.423839 -0.0758 -0.0205 -0.0451 0.057
N 1.016712 -3.612545 1.404877 0.0952 -0.0986 0.0577 -0.115
H 2.128323 -6.725482 1.561370 0.0040 0.0059 0.0012 0.088
C 1.984551 -4.517699 1.656488 -0.0284 0.0592 0.0090 -0.228
H -4.235016 -0.018690 -4.258299 0.0034 0.0038 -0.0046 0.105
H -4.764752 2.476086 1.529293 0.0000 0.0026 -0.0177 0.133
H 6.249059 0.493547 0.698052 0.0040 0.0003 -0.0043 0.121
C 1.720835 1.714195 2.588145 0.0326 0.0325 -0.0791 -0.145
H -1.364203 1.238548 -0.722320 -0.0002 -0.0462 -0.0153 0.093
C 1.785875 -0.875292 5.933764 -0.0042 0.0087 -0.0108 -0.036
H -1.859983 4.713757 -2.023528 -0.0136 -0.0021 -0.0087 0.120
C -3.119236 1.973614 0.262664 0.1169 -0.1016 -0.0775 -0.091
C 5.280629 -2.519659 -0.477397 -0.0062 -0.0090 -0.0109 -0.036
H 3.349576 0.850589 -3.579247 0.0027 -0.0091 -0.0138 0.123
H -2.157925 -4.467044 0.535294 -0.0038 0.0106 0.0198 0.134
C -4.549969 4.778577 -2.987724 0.0060 -0.0037 0.0033 -0.061
H 0.245988 3.568247 -2.559753 0.0050 0.0050 0.0007 0.075
H 3.677824 1.345567 -0.917065 0.0000 0.0490 -0.0132 0.116
H -3.849732 5.582615 -2.754217 -0.0016 0.0011 0.0019 0.069
C 2.382343 -1.038684 -3.912726 -0.0274 -0.0175 0.0400 -0.035
H 0.811104 1.631171 0.094583 0.0039 0.1269 -0.0733 0.086
N 1.255113 -0.376951 3.660834 0.0303 -0.1240 0.1080 0.016
C -3.184249 1.459747 2.594135 0.0016 0.0119 0.0124 -0.026
C 3.961935 -2.432020 -0.070868 -0.0166 -0.0157 -0.0095 -0.125
C 2.693096 0.088824 -3.178427 0.0177 0.0115 0.0156 -0.009
C 4.280395 -0.353006 0.836767 0.1395 0.0358 -0.0532 -0.275
C -0.697826 3.037954 -2.700529 0.0002 -0.0183 0.0273 -0.064
N -1.308906 0.769011 1.276735 0.0259 -0.0317 0.1624 0.005
C 2.306182 0.396715 6.099445 -0.0079 -0.0048 -0.0254 -0.034
H -0.538933 1.979125 -2.484459 -0.0070 -0.0089 0.0048 0.053
H 2.035273 2.854475 0.397855 0.0775 -0.0116 0.0327 0.133
H 2.784835 -1.174292 -4.907744 0.0016 -0.0052 -0.0021 0.117
C -0.079016 -4.354859 1.018302 0.0619 -0.0429 -0.0421 -0.377
H -3.130157 3.494067 -3.994142 0.0016 -0.0065 0.0032 0.112
C -1.771628 3.645602 -1.804637 0.0340 -0.0305 -0.0118 -0.200
H -1.464677 0.381625 3.298034 0.0082 0.0096 -0.0061 0.107
H -5.414257 -1.636179 -0.478553 0.0030 0.0114 0.0077 0.120
N -3.085366 3.034771 -1.974017 -0.0356 0.0096 0.0388 -0.047
H 2.717915 0.702255 7.052059 0.0009 0.0047 0.0005 0.118
H 1.291538 -2.909178 -3.860493 0.0136 0.0082 -0.0214 0.117
C -4.964095 -0.797075 -2.394185 -0.0151 0.0111 -0.0378 -0.072
N 1.336533 -0.653597 -1.369647 0.0462 0.0345 -0.0955 0.017
C 0.222156 -5.720700 1.019116 -0.0133 0.0548 0.0305 -0.058
N 2.278984 1.016196 1.417370 0.0459 0.3243 -0.0190 -0.242
H 2.717705 2.269538 5.109822 0.0033 0.0008 0.0086 0.121
C 6.130707 -1.461459 -0.192821 -0.0158 -0.0046 0.0022 -0.041
H -5.066432 5.049111 -3.908794 -0.0019 -0.0016 0.0014 0.081
C 1.551782 -5.823984 1.429412 0.0201 -0.0746 0.0048 -0.102
H 2.514047 2.323911 -1.738983 -0.0497 0.0069 0.0093 0.121
C 1.059502 -1.758526 -2.078690 -0.0140 -0.0084 0.0075 -0.149
H 5.630040 -3.398310 -1.000641 -0.0093 -0.0058 0.0027 0.113
H -3.223049 -1.349994 1.310459 -0.0202 -0.0067 -0.0027 0.105
H 4.268339 1.747734 1.283622 0.0206 -0.0035 0.0207 0.139
H -3.643465 -2.948633 0.732309 0.0165 -0.0060 -0.0035 0.119
C -3.818556 2.475938 -0.971158 -0.0474 0.1894 0.0603 -0.410
H -3.665157 1.486348 3.561796 -0.0010 -0.0123 -0.0012 0.115
C -2.640065 -0.596464 -2.941954 0.0160 -0.0004 0.0261 -0.079
C 1.554002 -1.997350 -3.343550 0.0090 -0.0057 0.0012 -0.032
H 2.233675 2.670613 2.757867 -0.0044 -0.0103 0.0523 0.137
Sr 0.740972 -1.132474 1.167056 -0.2890 -0.3877 -0.0853 1.366
H 1.777212 -1.591712 6.742461 0.0030 0.0000 0.0013 0.115
C -3.785329 2.018929 1.477692 -0.0317 0.0119 0.0055 0.031
C -1.891505 1.329959 0.218019 0.0245 0.0178 0.0033 -0.106
H 3.263667 -3.238707 -0.260862 0.0072 -0.0060 0.0004 0.101
C -3.969869 -0.429171 -3.292601 -0.0175 0.0293 0.0130 -0.091
H -0.964799 3.118861 -3.753931 -0.0030 0.0035 0.0003 0.074
H -1.853534 -0.315277 -3.633396 0.0002 0.0021 0.0013 0.102
C 1.273055 -1.220902 4.692769 0.0007 0.0348 0.0579 -0.105
C 2.603459 1.448666 -1.091328 0.0505 -0.0088 -0.0383 -0.102
C -1.953641 0.845873 2.447136 -0.0008 -0.0102 0.0079 -0.145
C 1.888273 1.781085 0.212750 -0.0467 -0.0683 -0.0793 -0.179
C -3.835489 3.446004 -3.163357 0.0012 -0.0078 -0.0241 -0.197
H 3.924886 0.696374 2.642084 -0.0058 -0.0325 -0.0026 0.135
C -4.629176 -1.341394 -1.166061 0.0361 -0.0159 0.0194 -0.035
H -1.479022 3.577954 -0.758168 -0.0018 0.0232 -0.0184 0.110
O -5.028738 2.346109 -1.035957 -0.0035 -0.0825 -0.0426 0.080
H -6.005232 -0.659861 -2.654180 -0.0017 0.0021 0.0012 0.111
C 1.771274 0.848287 3.817813 -0.0260 -0.0696 0.0086 -0.288
C 3.721891 0.841057 1.577931 -0.0500 -0.0070 -0.0163 -0.120
H -5.286257 4.709455 -2.189096 -0.0006 -0.0012 0.0026 0.076
C -1.344238 -3.762833 0.742856 -0.1083 0.0571 -0.0046 -0.125
H 7.170930 -1.494077 -0.488774 0.0022 0.0079 0.0010 0.116
C 2.305828 1.273095 5.021379 -0.0301 -0.0065 0.0036 -0.005
H 2.959503 -4.201711 2.004257 0.0010 0.0013 -0.0020 0.092
H 0.864273 -2.209324 4.512685 0.0031 0.0000 -0.0020 0.120
```
Positions in Å, forces in eV/Å.

Values from the calculation:
Molar mass   753.486 g/mol
Energy   -58051.2314 eV
Total charge   +1
Orbital gap   0.2637 Eh
LUMO energy   -2.14 eV


# 4
Entry from the Open Molecules 2025 dataset: an isolated molecule of C2H6P2S2 at a distorted geometry (ωB97M-V with the def2-TZVPD basis set).

The geometry in XYZ format:
```
12
Properties=species:S:1:pos:R:3:forces:R:3:lowdin_charge:R:1
C -0.406324 0.952591 0.818579 1.6631 -2.7398 1.0187 -0.557
P -1.456013 0.477047 -0.542754 -1.6639 -0.9549 0.9454 0.786
C -1.176172 -1.375327 -0.474723 0.0151 1.3306 -0.5921 -0.762
S 2.405701 1.266803 -0.558536 0.2804 -0.4627 0.3441 0.243
H -1.764301 -1.529519 0.422707 0.0003 -0.9724 0.2401 -0.003
P 0.653395 -1.955531 -0.348634 -1.0865 0.3725 0.1934 0.430
H -0.659233 0.802962 -1.559655 1.3734 0.6386 -1.4522 -0.098
S 1.285037 -0.305191 0.623371 -0.6292 1.6385 0.4463 0.141
H 3.504751 0.877889 0.136290 -0.2627 0.2910 -0.3562 -0.227
H -1.696848 -1.802285 -1.349175 0.1935 0.0215 0.4358 0.017
H 0.011510 1.900485 0.991491 0.6834 1.4128 -0.7794 -0.005
H -0.701508 0.690075 1.841044 -0.5669 -0.5759 -0.4439 0.034
```
Positions in Å, forces in eV/Å.

Values from the calculation:
Molar mass   156.152 g/mol
Energy   -42416.8322 eV
Total charge   0
Orbital gap   0.2547 Eh
LUMO energy   -0.40 eV


Question: Which of these has the lowest total charge?
Answer: HN2O5